The following is a DFT calculation (ωB97M-V/def2-TZVPD) of a 2-piece molecular cluster, C2H7NO3 overall in a non-equilibrium geometry.

Properties
LUMO energy	0.0139	Ha
ΔE to the lowest compared entry with this formula, charge and spin	1.045	eV
total charge	0

Structure (XYZ):
```
13
Properties=species:S:1:pos:R:3:forces:R:3
N 0.0000 0.0000 0.0000 1.45 -2.85 3.03
C -0.6516 0.7362 -0.8310 0.47 4.48 -2.68
O -0.1191 1.8150 -1.2027 -1.77 -1.74 0.00
C -2.0072 0.2187 -1.2788 -0.27 -0.62 -0.43
O -2.4834 -0.7343 -0.3433 -0.44 -0.13 1.21
H 0.8834 0.3573 0.3722 -0.65 -0.26 -0.34
H -0.4281 -0.8336 0.4104 0.58 0.46 -0.40
H -1.9251 -0.4206 -2.1787 0.35 0.77 0.08
H -2.7448 1.0146 -1.4976 0.61 -0.15 0.31
H -2.3952 -0.4030 0.5748 -0.38 -0.03 -0.85
O -4.5791 -3.1831 -2.1934 -0.15 1.20 0.19
H -4.0320 -2.6202 -1.6000 -0.56 -0.49 -0.55
H -5.2644 -2.5739 -2.5506 0.76 -0.64 0.42
```
Positions in Å, forces in eV/Å.



The following is a DFT calculation (ωB97M-V/def2-TZVPD) of C15H21Ge2O7P2PdS4 as an isolated structure in a non-equilibrium geometry.

Properties
LUMO energy (spin up / spin down)	0.0133 / -0.1137	Ha
2S+1	6
ΔE to the lowest compared entry with this formula, charge and spin	1.921	eV
total charge	0

Structure (XYZ):
```
52
Properties=species:S:1:pos:R:3:forces:R:3
Pd -1.9352 -2.5619 -0.2132 -0.93 -0.45 -0.16
O 2.5319 -2.4278 -0.3618 0.16 0.04 -0.08
P 0.9807 -2.4995 -0.1065 -0.15 -0.05 -0.17
O 0.5518 -1.3454 0.8481 -0.05 -0.15 0.06
O 0.1956 -2.3688 -1.3614 -0.06 -0.02 -0.12
O 0.8197 -3.8800 0.6292 0.04 -0.11 0.30
P -0.6660 -4.5586 1.0405 0.11 0.22 -0.14
O -0.1781 -5.8780 1.7591 0.03 -0.08 0.05
O -1.3049 -3.5670 1.9571 0.08 0.11 0.08
O -1.3787 -4.8492 -0.2365 0.27 0.04 -0.01
H 3.0644 -2.8873 0.2966 0.01 -0.01 0.01
H -0.1178 -5.7609 2.7142 0.00 0.00 0.02
S -2.5374 -0.4501 0.4550 -0.24 -0.06 0.00
S -4.2381 -3.4316 0.3455 -0.08 -0.01 0.24
S -4.5210 -3.8053 -1.5825 -0.04 0.03 -0.04
S -3.0082 -2.8177 -2.4199 0.06 0.11 -0.22
C -2.1961 1.8902 2.7619 0.03 0.04 0.06
Ge -0.3381 1.5653 2.2576 -0.32 -0.19 -0.30
C 0.5266 0.4423 3.6017 0.00 0.05 0.05
C 0.5239 3.2979 1.9642 0.05 -0.02 0.05
Ge -0.0582 0.2644 0.0734 1.24 0.84 0.45
C 1.7887 0.8252 -0.4054 0.03 0.04 -0.09
C 2.7774 1.0101 0.5589 -0.03 -0.12 0.18
C 4.0852 1.2914 0.2025 0.05 0.01 -0.09
C 4.4326 1.3808 -1.1406 -0.01 0.00 0.05
C 3.4646 1.1888 -2.1113 0.04 0.02 -0.01
C 2.1518 0.9206 -1.7439 -0.12 0.06 -0.11
C -1.0288 0.7891 -1.5620 -0.18 -0.41 -0.03
C -1.5429 2.0843 -1.5145 0.01 0.07 0.10
C -2.1929 2.6221 -2.6135 -0.03 0.02 -0.08
C -2.3492 1.8622 -3.7641 0.00 0.00 0.01
C -1.8484 0.5684 -3.8147 -0.02 0.04 -0.01
C -1.1953 0.0283 -2.7178 0.13 -0.01 0.00
H -2.2041 2.6161 3.5777 0.00 0.00 0.01
H -2.6775 0.9766 3.1058 0.00 -0.02 0.00
H -2.7766 2.2943 1.9343 0.01 0.01 -0.03
H 0.1590 0.7532 4.5813 0.01 -0.01 0.01
H 1.6100 0.5422 3.5921 0.01 0.01 -0.02
H 0.2707 -0.6040 3.4453 -0.04 0.00 -0.04
H 0.4408 3.8645 2.8938 0.01 0.02 0.00
H 0.0210 3.8605 1.1787 -0.03 -0.02 -0.02
H 1.5743 3.1997 1.7005 0.00 -0.02 0.00
H 2.5424 0.9059 1.6126 -0.04 0.01 -0.02
H 4.8373 1.4334 0.9681 0.00 0.00 0.02
H 5.4543 1.5941 -1.4262 0.01 0.00 0.01
H 3.7293 1.2449 -3.1592 -0.01 0.00 -0.01
H 1.4103 0.7766 -2.5212 0.01 0.00 0.01
H -1.4385 2.6916 -0.6195 0.01 -0.04 0.03
H -2.5854 3.6297 -2.5710 0.01 0.01 0.02
H -2.8656 2.2779 -4.6194 0.00 0.00 -0.01
H -1.9722 -0.0256 -4.7108 0.00 -0.02 0.00
H -0.7892 -0.9737 -2.7586 -0.02 0.01 -0.01
```
Positions in Å, forces in eV/Å.



The following is a DFT calculation (ωB97M-V/def2-TZVPD) of a 6-piece molecular cluster, C17H48F3N5O7S overall in a non-equilibrium geometry.

Properties
LUMO energy	-0.0463	Ha
ΔE to the lowest compared entry with this formula, charge and spin	4.740	eV
total charge	0

Structure (XYZ):
```
81
Properties=species:S:1:pos:R:3:forces:R:3
N -0.6431 -5.6823 7.6717 -0.01 0.08 -0.51
H -0.3280 -5.9145 6.7407 0.43 0.16 -0.66
H -1.6526 -5.6808 7.6399 -0.70 -0.32 0.39
H -0.3566 -4.7477 7.9259 0.62 0.56 0.11
H -0.2234 -6.3641 8.2875 -0.09 -0.35 0.66
C 6.5353 -7.7632 4.4262 -0.79 -1.22 1.34
F 6.6185 -7.4840 3.1099 0.34 -0.32 1.20
F 7.2590 -8.9590 4.7190 -1.25 2.37 -0.92
F 7.1396 -6.7655 5.1435 -0.56 -1.04 -0.96
S 4.5623 -8.0233 4.9678 -0.52 -1.98 -0.29
O 4.5925 -8.8415 6.2090 0.51 0.92 -1.96
O 4.0187 -6.6988 5.2240 0.57 0.22 -0.41
O 3.9861 -8.6955 3.7591 1.44 1.17 2.14
C 1.8296 -3.4616 11.4375 2.54 -0.26 2.32
C 2.8551 -3.2968 10.2727 -2.49 -0.89 3.10
C 3.7353 -4.4825 9.8835 0.70 0.10 0.01
O 4.7458 -4.9223 10.8460 -0.47 0.59 -1.17
C 5.0214 -6.3507 10.8378 -0.89 0.83 0.79
N 1.8500 -2.9620 9.2932 0.53 1.28 -3.11
H 1.2948 -2.5287 11.6159 -0.07 -0.02 -0.17
H 2.4017 -3.6170 12.3523 -0.14 -0.23 0.42
H 1.1361 -4.3008 11.3837 0.09 -0.02 -0.60
H 3.5000 -2.4290 10.4109 0.11 -0.11 0.57
H 4.2251 -3.9871 9.0452 0.53 -0.88 -0.57
H 3.1245 -5.3142 9.5325 0.00 -0.11 0.02
H 4.2175 -6.6905 11.4908 0.04 -1.06 -0.26
H 5.9678 -6.5711 11.3318 0.02 0.56 0.06
H 5.0667 -6.8539 9.8720 -0.38 0.37 -0.22
H 2.2294 -2.0694 9.0116 -0.31 0.18 -1.61
H 1.0032 -2.6138 9.7197 -0.05 -0.49 0.33
C -0.7900 -10.4627 11.4636 -0.90 0.30 0.10
C -0.0170 -9.3596 12.1747 -0.41 -2.53 2.27
C 0.9102 -10.0645 13.2082 0.33 0.00 0.78
O 1.7908 -9.1217 13.8537 0.41 -0.21 -1.32
C 1.3590 -8.4982 15.0347 -0.39 -0.91 0.32
N 0.8536 -8.6085 11.3735 0.66 1.58 -1.50
H -1.5180 -10.8647 12.1683 0.40 -0.53 0.36
H -0.1555 -11.2486 11.0539 -0.01 0.01 0.02
H -1.5002 -10.1271 10.7080 0.51 0.43 -0.50
H -0.7428 -8.8192 12.7823 0.04 0.86 -0.45
H 1.4857 -10.7767 12.6168 0.76 0.33 -0.09
H 0.5256 -10.7323 13.9791 -0.96 0.28 0.18
H 1.2473 -9.2849 15.7809 -0.08 0.07 0.46
H 0.3931 -8.0008 14.9470 -0.08 0.23 -0.19
H 2.1205 -7.7980 15.3782 -0.03 -0.04 -0.26
H 1.4770 -9.2399 10.8910 -0.19 -0.44 -0.66
H 1.5385 -8.1886 11.9857 -0.09 0.68 0.36
C -6.2651 -2.6758 7.4449 1.31 1.91 -0.03
C -4.7108 -2.9403 7.4750 -1.89 1.20 0.17
C -3.8755 -2.0233 8.4426 0.23 0.58 -0.81
O -2.9335 -1.1413 7.7109 -1.43 -0.97 -0.29
C -3.5578 -0.1918 6.7896 -0.29 0.27 1.54
N -4.7001 -4.3453 7.7758 2.01 -1.44 -0.04
H -6.7773 -3.2590 6.6796 0.14 -0.50 0.41
H -6.4863 -1.6498 7.1510 -0.11 0.29 0.31
H -6.5714 -2.8350 8.4788 -0.67 -0.11 -0.24
H -4.3395 -2.7072 6.4770 0.35 -0.54 -0.01
H -3.2939 -2.5541 9.1964 0.55 -0.58 -0.68
H -4.4906 -1.4615 9.1456 -0.60 0.64 -0.53
H -3.6889 0.7178 7.3758 0.23 0.37 -0.18
H -4.5804 -0.4063 6.4792 0.06 -0.75 -0.06
H -2.9670 0.0246 5.8996 0.32 -0.42 0.31
H -5.2374 -4.5460 8.6071 -0.01 0.12 0.19
H -5.1905 -4.8169 7.0293 0.05 -0.22 -0.06
C -2.1238 -4.0093 0.9614 0.80 0.49 -0.32
C -0.7041 -4.5638 1.2824 0.00 0.86 0.25
C 0.4724 -3.9600 0.4668 0.22 0.75 -0.39
O 0.5681 -2.4664 0.5470 -1.77 -2.18 0.46
C 1.6072 -2.0006 -0.2540 0.14 -0.17 -0.02
N -0.4325 -4.2126 2.6451 0.24 1.11 2.02
H -2.1656 -3.7946 -0.1065 -0.51 -0.33 -0.08
H -2.3082 -3.0528 1.4505 0.54 0.22 0.04
H -2.9570 -4.5998 1.3422 0.30 -0.56 -0.39
H -0.7291 -5.6535 1.2880 0.29 -0.04 -0.85
H 0.4807 -4.3296 -0.5586 -0.28 0.50 -0.46
H 1.4354 -4.2795 0.8651 -0.07 -0.50 0.35
H 1.4803 -2.4499 -1.2390 0.39 0.33 -0.36
H 2.5674 -2.2863 0.1755 0.31 -0.10 -0.13
H 1.5608 -0.9119 -0.2799 -0.11 -0.08 -0.15
H -0.1777 -3.2377 2.5762 -0.71 0.86 0.32
H 0.4784 -4.4967 2.9761 0.25 -1.21 -0.17
```
Positions in Å, forces in eV/Å.



The following is a DFT calculation (ωB97M-V/def2-TZVPD) of an isolated ion of composition C8H18NO2 and charge +1 in a non-equilibrium geometry.

Properties
LUMO energy (spin up / spin down)	-0.1207 / -0.1207	Ha
ΔE to the lowest compared entry with this formula, charge and spin	1.356	eV
total charge	+1

Structure (XYZ):
```
29
Properties=species:S:1:pos:R:3:forces:R:3
C -0.4920 1.4407 -0.2118 0.10 -0.57 -0.14
C 1.0192 1.3835 -0.3901 -0.54 0.37 -0.35
C 1.6534 -0.8411 0.3176 -2.95 -0.99 -0.32
C -1.2489 0.1597 -0.6328 -0.35 0.48 0.49
C -0.9480 -1.0164 0.2862 2.71 0.18 0.14
C -2.7593 0.4422 -0.5138 0.26 -0.08 0.00
C -1.0459 -2.4053 -0.2226 -0.16 -0.11 0.06
C 3.0857 1.0525 0.8874 0.64 0.24 0.24
N 1.7041 0.5700 0.6507 0.26 0.20 0.32
O -0.8899 -0.1389 -1.9582 0.14 -0.10 0.00
O -1.1374 -0.7527 1.5845 -0.40 0.00 -0.42
H -0.7554 1.6880 0.8174 -0.02 0.11 0.04
H -0.8547 2.2412 -0.8587 -0.04 -0.02 0.08
H 1.2483 0.9565 -1.3673 0.19 0.01 0.12
H 1.4107 2.3995 -0.3406 0.08 -0.07 0.03
H 1.9591 -1.4916 1.1237 0.16 0.09 0.15
H 2.0460 -1.0766 -0.6560 0.28 0.19 -0.17
H -3.0169 0.6934 0.5109 -0.08 -0.01 0.06
H -3.3357 -0.4278 -0.8199 -0.13 -0.11 -0.01
H -3.0237 1.2781 -1.1561 0.02 0.06 -0.08
H -2.0946 -2.6796 -0.3680 -0.17 0.02 0.03
H -0.6091 -3.1147 0.4769 0.03 0.00 0.03
H -0.5461 -2.4927 -1.1823 0.04 0.05 0.05
H 3.6528 0.9759 -0.0378 -0.13 -0.04 -0.05
H 3.0843 2.0869 1.2260 -0.11 0.05 0.00
H 3.5644 0.4290 1.6412 -0.14 -0.03 -0.06
H 1.1741 0.6847 1.5237 0.15 0.03 -0.18
H -1.6558 -0.4776 -2.4362 0.06 0.04 0.00
H -1.1887 -1.5669 2.1062 0.08 0.01 -0.06
```
Positions in Å, forces in eV/Å.



The following is a DFT calculation (ωB97M-V/def2-TZVPD) of a 3-piece molecular cluster, C39H33Br2ClO6 overall in a non-equilibrium geometry.

Properties
LUMO energy	-0.0393	Ha
total charge	0

Structure (XYZ):
```
81
Properties=species:S:1:pos:R:3:forces:R:3
C -4.4883 0.7639 2.0445 0.10 0.43 -0.26
C -3.8676 1.1037 0.8930 -0.30 -0.21 0.35
C -3.9349 0.3771 -0.4292 -1.55 1.12 -0.06
C -3.6275 -1.1357 -0.4132 1.45 0.46 -0.05
C -2.4061 -1.3505 0.4911 0.14 0.22 0.34
C -1.1226 -0.6080 0.0863 0.70 -0.73 0.18
C 0.1300 -1.5135 0.2436 -0.02 0.58 0.22
O -4.6181 -2.0048 0.1949 -0.32 0.47 0.31
C -5.8815 -1.6225 0.2986 -1.53 0.09 -0.68
O -6.6091 -1.1265 -0.5190 1.28 -0.27 0.95
Cl -6.5526 -2.0764 1.8871 0.34 -0.14 -0.39
C -3.2666 -1.5336 -1.8663 -0.99 -0.25 -0.27
Br -2.1397 -3.1530 -1.9771 -0.06 0.02 0.06
C -4.3795 -1.8090 -2.8918 0.21 -0.91 -0.06
C -5.3249 -2.9807 -2.5861 -0.20 0.14 -0.26
Br -5.3205 -0.2098 -3.4932 0.05 0.02 0.02
H -3.9099 0.7505 2.9627 -0.40 1.48 0.37
H -5.5498 0.5756 2.1363 0.16 -1.61 -0.32
H -3.2775 2.0171 0.9049 1.44 -0.83 0.30
H -4.8785 0.6189 -0.9204 -0.07 -0.37 -0.21
H -3.1755 0.8269 -1.0587 0.11 0.00 -0.14
H -2.6558 -1.0259 1.4957 -0.32 0.10 0.03
H -2.2225 -2.4113 0.6174 -0.01 -0.20 -0.38
H -1.1173 -0.2208 -0.9292 -0.27 0.01 -0.13
H -0.9595 0.2446 0.7389 -0.30 0.25 0.00
H 0.8059 -1.0722 0.9737 0.15 0.01 0.04
H 0.6789 -1.5872 -0.6895 0.06 -0.22 -0.09
H -0.1181 -2.5034 0.6135 -0.05 -0.18 -0.15
H -2.6473 -0.7652 -2.3057 0.24 0.13 0.17
H -3.8442 -2.1243 -3.7772 0.15 0.39 -0.22
H -5.2918 -3.6873 -3.4104 0.04 -0.05 -0.12
H -5.0222 -3.5257 -1.7007 -0.05 0.03 0.20
H -6.3537 -2.6536 -2.5078 -0.09 0.06 0.28
O 5.0465 -1.1270 -6.1799 -0.01 0.00 0.00
C 3.9910 -0.6995 -5.7627 0.19 -0.07 -0.07
C 3.5340 0.6775 -6.1046 -0.11 -0.01 0.07
C 4.3227 1.4677 -6.9307 0.04 0.11 -0.09
C 3.8960 2.7353 -7.2870 -0.05 0.01 0.02
C 2.6782 3.2199 -6.8209 0.05 -0.03 -0.01
C 1.8954 2.4430 -5.9847 -0.01 0.14 -0.06
C 2.3214 1.1725 -5.6189 0.08 -0.09 -0.03
C 1.4754 0.3567 -4.7045 -0.20 0.09 0.09
O 0.4476 0.8050 -4.2389 0.01 -0.01 0.00
C 1.9216 -1.0264 -4.3809 0.10 0.05 -0.07
C 1.1287 -1.8142 -3.5592 -0.08 -0.15 0.09
C 1.5086 -3.1128 -3.2705 0.06 -0.05 -0.01
C 2.6859 -3.6304 -3.8007 -0.04 0.07 0.00
C 3.4880 -2.8438 -4.6107 0.00 -0.14 0.06
C 3.1121 -1.5383 -4.9009 -0.09 0.06 0.01
H 5.2661 1.0853 -7.2947 -0.02 -0.10 0.04
H 4.5101 3.3479 -7.9337 0.00 0.00 0.00
H 2.3418 4.2066 -7.1101 0.00 0.01 0.00
H 0.9508 2.8174 -5.6158 -0.02 -0.08 0.07
H 0.2115 -1.4130 -3.1503 -0.01 0.07 -0.06
H 0.8847 -3.7253 -2.6328 -0.01 0.01 0.01
H 2.9769 -4.6489 -3.5803 0.01 0.00 0.01
H 4.4052 -3.2409 -5.0228 0.04 0.10 -0.04
O 0.4393 1.3747 3.7367 -0.05 0.02 -0.03
C 1.1489 1.5091 4.7120 -0.11 -0.02 -0.19
C 1.1840 2.7934 5.4646 0.08 -0.04 0.08
C 0.3703 3.8423 5.0557 -0.07 0.13 0.00
C 0.3653 5.0298 5.7667 0.03 0.00 0.04
C 1.1724 5.1750 6.8903 -0.02 -0.02 -0.05
C 1.9971 4.1386 7.2927 -0.03 0.14 0.04
C 2.0109 2.9468 6.5797 -0.06 -0.07 -0.09
C 2.9184 1.8481 7.0158 0.13 0.03 0.17
O 3.6748 1.9999 7.9514 -0.01 0.00 0.00
C 2.8664 0.5565 6.2750 -0.08 0.04 -0.08
C 3.6766 -0.4947 6.6845 0.06 -0.14 0.01
C 3.6162 -1.7103 6.0251 -0.04 0.01 -0.04
C 2.7448 -1.8822 4.9542 0.04 0.02 0.05
C 1.9445 -0.8337 4.5342 0.05 -0.21 -0.04
C 2.0060 0.3896 5.1883 0.03 0.05 0.10
H -0.2590 3.7232 4.1848 0.02 -0.11 -0.01
H -0.2720 5.8445 5.4494 0.00 0.01 0.00
H 1.1582 6.1001 7.4509 0.00 0.01 0.00
H 2.6301 4.2491 8.1620 0.06 -0.10 -0.02
H 4.3485 -0.3583 7.5203 -0.04 0.10 0.03
H 4.2454 -2.5292 6.3474 0.00 -0.01 0.00
H 2.6924 -2.8363 4.4468 0.00 0.00 -0.01
H 1.2689 -0.9678 3.7009 -0.04 0.13 -0.01
```
Positions in Å, forces in eV/Å.



The following is a DFT calculation (ωB97M-V/def2-TZVPD) of a 2-piece molecular cluster, C4H10NS2 overall in a non-equilibrium geometry.

Properties
LUMO energy	-0.1601	Ha
ΔE to the lowest compared entry with this formula, charge and spin	0.865	eV
total charge	+1

Structure (XYZ):
```
17
Properties=species:S:1:pos:R:3:forces:R:3
C 3.1779 0.4367 0.3974 1.33 -2.41 -4.89
C -0.9930 -1.2926 0.4081 1.65 1.94 2.97
C -2.8017 0.2711 -0.2421 -2.49 -1.46 0.22
C -1.4042 0.0874 0.0526 -1.16 -0.78 1.04
N -0.5360 0.9969 -0.0540 2.23 0.74 -0.98
S 4.8659 0.1005 0.2712 0.55 0.30 -0.16
S 2.1982 -0.0705 -0.8585 0.38 0.52 1.24
H 2.8856 1.0435 1.1655 -0.71 1.21 2.29
H 0.0852 -1.0796 0.7132 -1.15 -1.71 -0.55
H -1.5652 -1.8179 1.2435 0.56 0.85 -1.41
H -1.1712 -1.6642 -0.5596 0.35 -1.79 -1.16
H -3.2588 -0.7693 -0.1519 0.22 1.46 -0.53
H -3.0348 0.7098 -1.2161 0.09 0.07 0.21
H -3.3056 0.8248 0.5664 0.28 0.18 -0.32
H 0.5101 0.6532 -0.0351 -1.20 0.88 -0.27
H 5.0812 -0.2673 -1.0854 -0.98 0.28 1.55
H -0.7335 1.8373 -0.6150 0.03 -0.28 0.74
```
Positions in Å, forces in eV/Å.